No. 1
Here is an isolated molecule of C7H4S in a non-equilibrium geometry from the OMol25 dataset. Energies are from ωB97M-V with the def2-TZVPD basis set.

## Properties
HOMO-LUMO gap (alpha / beta) ... 6.65 / 6.26 eV
HOMO energy (alpha / beta) ... -8.387 / -7.922 eV
LUMO energy (alpha / beta) ... -1.738 / -1.659 eV

Each line ends with the natural charge from an NBO analysis.
Element x y z (Å)
C 0.72 1.28 0.40  -0.05
C 0.39 0.81 1.74  -0.38
C 0.64 0.16 -0.53  -0.28
C 0.21 -1.06 0.31  -0.32
C -0.04 -0.50 1.66  0.12
C -0.73 -0.57 -0.80  -0.16
C -1.63 -0.89 -1.66  -0.05
S -2.94 -1.07 -2.52  0.15
H 1.00 2.31 0.04  0.23
H 0.39 1.55 2.50  0.23
H 1.32 0.10 -1.52  0.26
H 0.67 -2.10 0.38  0.28

No. 2
Here is a structure of composition C47H110InO2 from the OMol25 dataset. Energies are from ωB97M-V with the def2-TZVPD basis set.

## Properties
HOMO-LUMO gap ... 6.90 eV
HOMO energy ... -4.788 eV
LUMO energy ... 2.116 eV
Charge ... -1

Each line ends with the Mulliken charge.
Element x y z (Å)
C -0.09 -1.31 3.76  -0.02
C -0.57 -0.55 5.00  -0.80
C -0.01 0.87 5.10  -0.56
O 1.34 0.90 4.68  0.14
C 1.97 2.16 4.96  -1.05
In 4.20 2.25 4.79  1.00
O 5.08 0.46 5.41  -0.81
C 5.03 -0.60 4.52  -0.93
C 3.78 -1.48 4.73  3.21
C 3.81 -2.05 6.14  -2.02
C 3.65 -2.61 3.70  -1.87
C 3.27 -2.31 2.23  1.32
C 2.27 -3.35 1.74  -1.69
C 2.71 -0.91 1.98  0.20
H 1.00 -1.34 3.70  -0.27
H -0.47 -2.34 3.76  0.50
H -0.45 -0.82 2.84  -0.09
H -0.32 -1.11 5.91  0.31
H -1.66 -0.47 4.97  0.40
H -0.06 1.24 6.14  0.43
H -0.62 1.56 4.49  0.18
H 1.56 2.91 4.25  0.13
H 1.67 2.49 5.96  0.43
H 4.68 2.47 3.10  -0.45
H 4.77 3.53 5.84  -0.42
H 5.07 -0.28 3.46  0.23
H 5.92 -1.25 4.67  0.38
H 2.91 -0.82 4.66  -1.35
H 4.60 -2.81 6.26  0.37
H 4.02 -1.24 6.85  0.45
H 2.86 -2.52 6.41  0.37
H 2.89 -3.31 4.09  0.37
H 4.60 -3.18 3.72  0.43
H 4.18 -2.41 1.61  0.53
H 1.28 -3.16 2.20  0.16
H 2.57 -4.37 2.01  0.52
H 2.14 -3.32 0.65  0.27
H 3.47 -0.12 2.00  0.14
H 2.20 -0.86 1.01  -0.34
H 1.98 -0.65 2.75  -0.83
C 0.48 1.67 1.45  2.42
C 1.74 2.49 1.21  0.86
C 1.46 3.96 0.95  -1.87
C 0.57 4.24 -0.27  0.22
C 1.10 3.66 -1.58  3.52
C 2.46 4.21 -1.99  -1.84
H -0.18 1.67 0.57  -0.46
H 0.72 0.63 1.68  -1.39
H -0.08 2.07 2.29  -0.37
H 2.31 2.06 0.38  0.20
H 2.39 2.39 2.09  -0.61
H 2.41 4.50 0.85  0.41
H 0.97 4.39 1.83  0.46
H 0.45 5.32 -0.38  0.84
H -0.43 3.84 -0.09  -0.68
H 0.37 3.86 -2.37  -1.60
H 1.16 2.57 -1.50  -1.38
H 2.42 5.30 -2.10  0.37
H 2.79 3.79 -2.95  0.43
H 3.22 3.98 -1.25  0.41
C -3.39 4.06 0.91  -1.11
C -3.09 2.84 1.78  -0.11
C -3.24 1.53 1.01  0.73
C -4.66 1.23 0.53  -0.93
C -5.71 1.18 1.64  -0.75
C -5.42 0.11 2.70  -0.95
H -4.41 4.06 0.53  0.38
H -3.24 5.00 1.44  0.42
H -2.71 4.02 0.06  -0.11
H -3.71 2.83 2.68  0.51
H -2.05 2.93 2.12  0.01
H -2.87 0.71 1.62  0.12
H -2.58 1.57 0.14  -0.43
H -4.65 0.26 0.01  0.47
H -4.97 1.97 -0.22  0.30
H -6.69 0.99 1.19  0.45
H -5.78 2.16 2.12  0.27
H -5.37 -0.88 2.24  0.07
H -6.21 0.09 3.45  0.45
H -4.48 0.29 3.21  0.20
C 0.68 -0.28 -1.62  0.28
C 1.76 -0.20 -2.69  0.04
C 1.24 0.30 -4.04  -0.28
C 0.17 -0.58 -4.68  -0.65
C 0.61 -2.03 -4.92  -0.54
C 1.79 -2.16 -5.87  -1.08
H -0.12 -0.98 -1.88  0.55
H 1.10 -0.59 -0.66  -0.65
H 0.23 0.70 -1.47  -0.60
H 2.24 -1.17 -2.81  0.12
H 2.55 0.48 -2.35  0.57
H 2.08 0.42 -4.73  0.44
H 0.82 1.31 -3.90  -0.49
H -0.13 -0.14 -5.64  0.55
H -0.73 -0.58 -4.05  0.19
H -0.24 -2.59 -5.32  0.43
H 0.85 -2.50 -3.96  0.21
H 1.56 -1.71 -6.84  0.32
H 2.06 -3.20 -6.03  0.40
H 2.68 -1.65 -5.48  0.12
C -7.32 -6.83 3.48  -1.19
C -7.34 -6.23 2.08  -0.41
C -6.38 -5.05 1.90  -0.80
C -6.67 -3.85 2.81  -0.23
C -8.07 -3.26 2.67  -0.41
C -8.37 -2.72 1.28  -1.06
H -7.64 -6.10 4.23  0.28
H -7.99 -7.68 3.56  0.38
H -6.32 -7.16 3.75  0.29
H -8.36 -5.92 1.82  0.23
H -7.07 -7.01 1.35  0.37
H -6.40 -4.73 0.86  0.34
H -5.36 -5.39 2.09  0.39
H -5.94 -3.07 2.59  0.04
H -6.50 -4.14 3.85  0.34
H -8.17 -2.45 3.40  0.36
H -8.82 -4.01 2.94  0.29
H -7.64 -1.95 1.00  0.14
H -9.36 -2.27 1.22  0.39
H -8.32 -3.51 0.52  0.30
C 8.99 -2.25 -4.81  -1.21
C 8.28 -3.37 -4.06  -0.43
C 6.90 -3.71 -4.63  -0.90
C 5.90 -2.56 -4.59  -0.43
C 5.65 -1.97 -3.20  -0.24
C 5.06 -2.97 -2.21  -1.02
H 8.43 -1.32 -4.76  0.29
H 9.98 -2.06 -4.40  0.38
H 9.11 -2.50 -5.87  0.29
H 8.20 -3.11 -3.01  0.25
H 8.90 -4.28 -4.10  0.40
H 6.50 -4.57 -4.08  0.33
H 7.01 -4.04 -5.67  0.43
H 4.95 -2.91 -5.00  0.08
H 6.23 -1.76 -5.26  0.39
H 4.96 -1.12 -3.30  0.20
H 6.58 -1.56 -2.79  0.37
H 4.11 -3.37 -2.58  0.20
H 4.87 -2.50 -1.24  0.15
H 5.73 -3.81 -2.04  0.48
C -2.50 2.57 -2.90  -0.24
C -2.37 3.10 -4.33  -0.85
C -1.35 4.23 -4.46  -0.63
C -1.63 5.45 -3.58  -0.01
C -3.00 6.10 -3.80  -0.69
C -3.21 6.61 -5.22  -1.32
H -2.85 3.34 -2.22  -0.02
H -3.19 1.73 -2.84  0.63
H -1.53 2.22 -2.53  -0.26
H -3.36 3.44 -4.67  0.41
H -2.08 2.29 -5.00  0.38
H -1.28 4.53 -5.50  0.50
H -0.36 3.84 -4.19  0.22
H -0.85 6.20 -3.77  0.57
H -1.53 5.18 -2.53  -0.28
H -3.11 6.93 -3.09  0.49
H -3.79 5.38 -3.54  0.21
H -2.45 7.35 -5.48  0.30
H -4.19 7.09 -5.32  0.41
H -3.16 5.81 -5.95  0.29

No. 3
Here is a cluster of 2 separate species, C3H9NO in total in a non-equilibrium geometry from the OMol25 dataset. Energies are from ωB97M-V with the def2-TZVPD basis set.

## Properties
HOMO-LUMO gap (alpha / beta) ... 7.97 / 5.57 eV
HOMO energy (alpha / beta) ... -13.077 / -13.076 eV
Spin multiplicity ... 2
LUMO energy (alpha / beta) ... -5.111 / -7.506 eV
Expectation value of S² ... 0.7614
Charge ... +1

Each line ends with the Mulliken spin population.
Element x y z (Å)
C 0.86 -0.73 -2.14  0.00
O 0.68 -1.50 -3.34  0.00
H 0.64 0.32 -2.29  0.00
H 0.23 -1.22 -1.40  0.00
H 1.91 -0.90 -1.91  0.00
C -0.19 1.04 1.61  0.11
C -0.04 -0.33 1.88  0.58
N -1.31 1.65 1.92  0.25
H 0.55 1.77 1.28  0.01
H 0.99 -0.64 2.06  0.04
H -0.73 -1.06 1.49  0.03
H -1.44 2.65 1.99  -0.01
H 0.02 -2.19 -3.21  0.00
H -2.17 1.12 2.06  -0.01

no.,E (eV)
1,-18151.729
2,-59793.449
3,-6784.575